Molecular formula: C3H8B4F16OTl
Method: DFT, ωB97M-V/def2-TZVPD

Positions of all 33 atoms, in Å:
1 Tl -12.3614 5.9342 0.2786
2 B -15.0973 7.1699 -1.6842
3 F -13.7856 7.2383 -1.9781
4 F -15.0402 6.8081 -0.3934
5 F -15.7010 8.4194 -1.9267
6 F -15.6614 6.0690 -2.3204
7 B -13.2668 4.4808 -3.4874
8 F -14.4629 3.9481 -2.9650
9 F -12.5660 3.5986 -4.2702
10 F -13.5983 5.5784 -4.2622
11 F -12.5516 4.8426 -2.3793
12 B -9.3104 6.7522 2.2038
13 F -8.7606 7.9733 2.1536
14 F -10.5498 6.7524 2.8189
15 F -9.7003 6.4194 0.9453
16 F -8.5401 5.7275 2.6795
17 B -14.5962 3.1554 0.4995
18 F -13.2725 3.2309 0.0593
19 F -15.1238 4.4175 0.5822
20 F -15.3496 2.3922 -0.3822
21 F -14.5938 2.5749 1.7634
22 C -15.2838 6.6837 4.3650
23 C -15.0138 7.0567 2.9404
24 C -15.3490 8.4881 2.5421
25 O -13.6401 7.0025 2.7506
26 H -14.8129 7.3979 5.0405
27 H -14.9775 5.6571 4.5655
28 H -16.3632 6.6235 4.5038
29 H -15.4719 6.2680 2.3436
30 H -14.6068 9.1904 2.9216
31 H -16.3419 8.7404 2.9144
32 H -15.3623 8.4264 1.4539
33 H -13.3562 7.5479 3.4878

Output
**Total charge**: -1
**HOMO level**: -0.34141 Eh
**DFT total energy**: -2064.7362 hartree